No. 1
Formula: C39H54As2N4O3ReSTe
Source: the OMol25 dataset
Level of theory: ωB97M-V/def2-TZVPD

```
! wB97M-V def2-TZVPD RIJCOSX def2/J DEFGRID3
* xyz 2 4
Re 0.022 0.213 -0.107
C 1.714 4.843 2.398
C 0.689 3.830 2.017
C -0.649 3.720 2.340
C -1.124 2.588 1.669
N -0.117 2.028 0.980
N 0.967 2.795 1.215
C -2.524 2.067 1.673
H 1.290 5.547 3.109
H 2.050 5.403 1.523
H 2.586 4.372 2.856
H -1.220 4.382 2.973
H 1.800 2.624 0.668
H -3.214 2.881 1.447
H -2.779 1.689 2.665
H -2.659 1.267 0.953
C -2.057 -3.632 1.808
As -2.382 -1.777 2.159
C -4.276 -1.556 2.222
C -1.704 -1.366 3.905
O -1.714 -0.805 0.983
H -2.391 -4.226 2.660
H -0.994 -3.791 1.644
H -2.626 -3.923 0.927
H -4.685 -2.209 2.994
H -4.703 -1.816 1.255
H -4.514 -0.520 2.453
H -1.737 -2.246 4.546
H -2.318 -0.582 4.343
H -0.683 -1.016 3.814
Te 1.714 1.313 -1.683
C 1.700 -2.376 2.079
As 1.817 -0.533 1.496
C 1.632 0.332 3.232
C 3.720 -0.195 1.159
C 4.539 -0.038 2.407
C 5.071 -1.152 3.055
C 5.902 -1.002 4.157
C 6.217 0.267 4.624
C 5.679 1.384 3.997
C 4.847 1.228 2.897
H 2.536 -2.610 2.735
H 1.700 -3.041 1.219
H 0.772 -2.491 2.635
H 2.142 -0.274 3.977
H 0.582 0.437 3.496
H 2.088 1.316 3.225
H 3.753 0.704 0.549
H 4.081 -1.012 0.546
H 4.859 -2.145 2.672
H 6.320 -1.876 4.642
H 6.888 0.385 5.465
H 5.922 2.376 4.357
H 4.460 2.105 2.386
N -1.655 0.742 -1.344
S -2.500 -0.276 -2.245
C -2.569 0.447 -3.885
C -1.572 1.332 -4.265
C -1.592 1.853 -5.554
C -2.590 1.480 -6.441
C -3.572 0.576 -6.052
C -3.567 0.048 -4.772
C -4.222 -0.211 -1.803
C -4.969 0.957 -1.910
C -6.320 0.913 -1.612
C -6.913 -0.284 -1.217
C -6.158 -1.443 -1.107
C -4.799 -1.408 -1.397
H -1.915 1.709 -1.504
H -0.782 1.606 -3.575
H -0.821 2.550 -5.858
H -2.602 1.887 -7.445
H -4.349 0.282 -6.746
H -4.333 -0.657 -4.469
H -4.506 1.884 -2.231
H -6.919 1.811 -1.700
H -7.974 -0.313 -1.003
H -6.626 -2.372 -0.807
H -4.184 -2.298 -1.321
C 0.551 -1.863 -3.250
C 0.081 -2.425 -1.948
N -0.248 -3.718 -1.939
O -0.044 -1.773 -0.893
H -0.192 -2.047 -4.029
H 1.482 -2.355 -3.543
H 0.745 -0.800 -3.156
H -0.133 -4.288 -2.759
H -0.548 -4.155 -1.084
C 3.320 -4.545 -1.024
C 3.542 -3.094 -1.382
O 2.794 -2.230 -0.952
C 4.700 -2.730 -2.238
C 5.567 -3.687 -2.767
C 6.648 -3.296 -3.541
C 6.874 -1.948 -3.790
C 6.010 -0.988 -3.273
C 4.928 -1.379 -2.503
H 2.387 -4.649 -0.475
H 4.142 -4.901 -0.399
H 3.289 -5.176 -1.915
H 5.413 -4.742 -2.577
H 7.315 -4.044 -3.950
H 7.727 -1.647 -4.386
H 6.180 0.063 -3.471
H 4.241 -0.643 -2.103
*
```

Results
**Energy above the lowest of the compared OMol25 structures with the same formula, charge and spin**: 12.1 kcal per mole
**Orbital gap (spin up / spin down)**: 7.56 / 6.51 eV
**E_HOMO (spin up / spin down)**: -11.59 / -11.90 eV
**⟨S²⟩**: 3.782

Löwdin atomic charge list, values in e, 8 entries: atom 1 (Re): 0.82, atom 2 (C): 0.01, atom 3 (C): -0.27, atom 4 (C): 0.04, atom 5 (C): -0.29, atom 6 (N): -0.16, atom 7 (N): 0.01, atom 8 (C): -0.03

=====

No. 2
Formula: C8H24B2O28
Source: the OMol25 dataset
Level of theory: ωB97M-V/def2-TZVPD

```
! wB97M-V def2-TZVPD RIJCOSX def2/J DEFGRID3
* xyz -2 1
O -2.607 -2.835 1.985
C -1.647 -2.371 1.324
O -1.389 -2.427 0.053
B -0.246 -1.590 -0.336
O 0.250 -1.109 0.929
C -0.510 -1.515 1.933
O -0.302 -1.261 3.132
O -0.658 -0.458 -1.232
C -0.047 -0.552 -2.398
O -0.182 0.136 -3.466
C 0.870 -1.798 -2.343
O 0.711 -2.336 -1.139
O 1.583 -2.168 -3.265
O 3.499 1.740 4.792
C 3.390 2.155 3.631
O 2.577 3.084 3.195
B 2.852 3.306 1.739
O 3.853 2.314 1.346
C 4.326 1.757 2.466
O 5.275 0.943 2.648
O 1.553 3.173 1.036
C 1.279 4.289 0.328
O 0.276 4.545 -0.349
C 2.394 5.318 0.565
O 3.239 4.701 1.406
O 2.483 6.411 -0.022
O -5.737 -0.761 -0.123
H -6.436 -1.223 0.340
H -5.265 -1.448 -0.593
O 2.259 3.211 -6.936
H 1.481 3.022 -6.412
H 2.619 2.349 -7.149
O -1.976 4.163 -4.738
H -1.529 3.321 -4.656
H -1.656 4.677 -3.996
O 4.216 -5.829 -3.810
H 3.803 -5.543 -2.996
H 4.006 -5.140 -4.441
O 4.256 -0.044 -8.122
H 3.868 -0.894 -7.916
H 4.742 -0.192 -8.934
O -6.927 -6.455 5.241
H -6.462 -5.704 4.873
H -6.977 -7.083 4.520
O -3.612 0.083 -6.617
H -3.024 -0.171 -7.328
H -3.036 0.459 -5.952
O 1.899 -4.328 6.051
H 1.232 -3.656 5.909
H 1.402 -5.135 6.188
O -2.539 3.299 6.459
H -2.278 2.669 5.787
H -1.847 3.960 6.449
O -3.799 2.574 0.646
H -2.891 2.330 0.467
H -4.311 1.815 0.366
O -5.128 -1.643 7.657
H -4.923 -1.629 6.722
H -4.600 -0.937 8.029
O 5.666 -1.226 -1.304
H 5.111 -1.887 -0.890
H 5.574 -0.453 -0.747
*
```

Results
**Energy above the lowest of the compared OMol25 structures with the same formula, charge and spin**: 80.9 kcal per mole
**Orbital gap**: 8.94 eV
**E_HOMO**: -5.65 eV

Löwdin atomic charge list, values in e, 8 entries: atom 1 (O): 0.07, atom 2 (C): -0.36, atom 3 (O): 0.24, atom 4 (B): -0.89, atom 5 (O): 0.25, atom 6 (C): -0.34, atom 7 (O): 0.10, atom 8 (O): 0.22

=====

No. 3
Formula: C34H102CaO18
Source: the OMol25 dataset
Level of theory: ωB97M-V/def2-TZVPD

```
! wB97M-V def2-TZVPD RIJCOSX def2/J DEFGRID3
* xyz 0 1
Ca 1.717 0.999 -2.559
C 4.282 1.297 -4.954
O 3.449 1.137 -3.874
H 4.856 0.404 -5.187
H 3.727 1.524 -5.864
H 5.022 2.085 -4.770
C -0.148 -0.071 -0.057
O -0.183 0.981 -1.005
H -0.603 0.185 0.938
H -0.676 -1.020 -0.365
H 0.902 -0.356 0.126
C 1.129 2.591 2.610
C 0.235 3.775 2.897
O 0.231 4.731 1.836
H 2.119 2.888 2.294
H 0.713 1.932 1.868
H 1.269 2.032 3.537
H 0.545 4.310 3.788
H -0.792 3.439 3.083
H -0.043 4.140 1.108
C -2.753 -3.655 -0.027
C -3.941 -2.768 -0.487
O -5.191 -3.124 0.004
H -2.998 -4.686 -0.271
H -2.607 -3.583 1.055
H -1.784 -3.459 -0.504
H -3.976 -2.755 -1.566
H -3.761 -1.721 -0.177
H -5.512 -3.834 -0.555
C 4.212 1.570 4.739
C 3.251 0.436 5.021
O 3.680 -0.668 4.279
H 5.220 1.349 5.085
H 3.864 2.460 5.268
H 4.227 1.747 3.659
H 2.247 0.761 4.699
H 3.213 0.202 6.099
H 2.993 -1.343 4.404
C 3.836 -1.175 0.938
C 3.709 0.304 0.455
O 3.316 0.337 -0.918
H 2.845 -1.645 0.957
H 4.272 -1.097 1.945
H 4.491 -1.801 0.265
H 4.633 0.883 0.597
H 2.905 0.815 1.032
H 4.083 0.118 -1.486
C -3.781 -0.253 2.258
C -5.139 0.210 1.666
O -6.070 -0.795 2.098
H -2.945 0.380 1.934
H -3.468 -1.224 1.916
H -3.819 -0.189 3.331
H -5.104 0.344 0.584
H -5.444 1.156 2.108
H -5.867 -1.551 1.549
C -1.960 -4.856 -3.744
C -2.756 -3.952 -4.649
O -3.763 -3.278 -3.984
H -2.575 -5.658 -3.344
H -1.517 -4.343 -2.883
H -1.170 -5.320 -4.332
H -3.171 -4.508 -5.502
H -2.070 -3.218 -5.100
H -4.147 -2.610 -4.525
C 1.174 -4.590 0.775
C 0.958 -5.785 -0.050
O 1.891 -5.759 -1.109
H 0.861 -3.718 0.178
H 2.189 -4.438 1.164
H 0.540 -4.591 1.670
H -0.065 -5.913 -0.422
H 1.225 -6.671 0.538
H 2.166 -6.643 -1.330
C 1.103 -1.921 -5.016
C 0.387 -1.895 -3.684
O 1.201 -1.341 -2.638
H 1.974 -2.549 -4.971
H 1.411 -0.897 -5.314
H 0.482 -2.304 -5.837
H 0.097 -2.898 -3.351
H -0.520 -1.287 -3.782
H 1.977 -1.933 -2.558
C -1.119 1.146 5.603
C -0.883 0.149 6.708
O -1.760 0.450 7.835
H -0.329 1.170 4.859
H -1.088 2.112 6.121
H -2.089 1.076 5.111
H 0.131 0.233 7.080
H -1.124 -0.902 6.494
H -2.668 0.483 7.494
C -3.094 4.569 3.999
C -3.505 3.120 3.742
O -4.255 2.542 4.760
H -2.389 4.586 4.831
H -3.952 5.195 4.242
H -2.603 4.910 3.088
H -2.573 2.563 3.513
H -4.139 3.087 2.845
H -4.501 1.655 4.467
C 5.091 -2.263 -2.927
C 4.465 -3.595 -2.798
O 3.221 -3.325 -2.221
H 4.420 -1.568 -3.465
H 6.038 -2.373 -3.475
H 5.340 -1.804 -1.973
H 5.038 -4.253 -2.134
H 4.321 -4.102 -3.758
H 2.766 -4.093 -1.811
C 0.013 4.004 -4.511
C 0.689 2.845 -5.178
O 0.396 1.637 -4.453
H 0.354 4.146 -3.479
H -1.090 3.949 -4.579
H 0.291 4.947 -4.975
H 1.792 2.958 -5.162
H 0.429 2.692 -6.246
H -0.539 1.655 -4.179
C -2.792 2.972 0.031
C -1.854 3.730 -0.953
O -0.491 3.428 -0.628
H -2.821 3.491 0.982
H -2.447 1.953 0.230
H -3.832 2.911 -0.345
H -2.055 4.780 -0.770
H -2.053 3.443 -2.003
H -0.430 2.431 -0.601
C -4.109 0.376 -2.817
C -2.698 -0.049 -3.159
O -1.896 1.123 -2.873
H -4.512 1.055 -3.558
H -4.075 0.863 -1.829
H -4.794 -0.451 -2.753
H -2.589 -0.297 -4.221
H -2.432 -0.913 -2.513
H -1.269 0.975 -2.078
C 0.272 -1.653 3.088
C 0.237 -2.575 4.263
O 1.372 -2.367 5.107
H 1.262 -1.695 2.598
H 0.176 -0.629 3.452
H -0.474 -1.934 2.319
H 0.317 -3.628 3.903
H -0.677 -2.428 4.917
H 1.246 -2.838 5.918
C 3.003 5.591 -1.904
C 3.173 4.122 -1.467
O 1.967 3.373 -1.665
H 3.954 6.083 -1.736
H 2.225 6.131 -1.353
H 2.829 5.609 -2.972
H 3.472 4.016 -0.392
H 3.985 3.677 -2.054
H 1.208 3.846 -1.228
*
```

Results
**Orbital gap**: 7.93 eV
**E_HOMO**: -7.80 eV

Löwdin atomic charge list, values in e, 8 entries: atom 1 (Ca): 1.45, atom 2 (C): -0.33, atom 3 (O): -0.54, atom 4 (H): 0.04, atom 5 (H): 0.05, atom 6 (H): 0.06, atom 7 (C): -0.22, atom 8 (O): -0.44

=====

No. 4
Formula: C49H97F3O25
Source: the OMol25 dataset
Level of theory: ωB97M-V/def2-TZVPD

```
! wB97M-V def2-TZVPD RIJCOSX def2/J DEFGRID3
* xyz 1 2
C -0.138 4.429 -4.874
C 1.278 4.730 -4.657
O 1.480 4.164 -3.386
C 0.759 3.015 -3.396
O 1.048 1.990 -2.821
O -0.244 3.148 -4.303
F 1.512 6.006 -4.541
H -0.513 4.534 -5.893
H -0.705 5.141 -4.275
H 1.982 4.312 -5.376
C 0.334 2.487 2.671
C -0.808 1.635 3.109
O -1.888 2.436 2.786
C -1.504 3.725 2.724
O -2.230 4.693 2.657
O -0.214 3.788 2.767
F -0.759 1.547 4.436
H 0.568 2.402 1.610
H 1.255 2.529 3.252
H -0.827 0.620 2.713
C -1.347 -0.360 7.323
C -1.259 -1.263 6.143
O 0.107 -1.029 5.724
C 0.770 -0.773 6.817
O 1.933 -0.568 6.897
O -0.061 -0.528 7.804
F -2.087 -0.740 5.190
H -2.110 -0.641 8.048
H -1.581 0.659 7.017
H -1.426 -2.323 6.334
C -1.587 8.027 -4.288
C -2.745 7.218 -3.565
O -2.070 6.188 -2.812
C -3.019 5.314 -2.196
C -2.188 4.516 -1.170
H -2.058 8.754 -4.949
H -1.046 8.499 -3.468
H -0.935 7.354 -4.845
H -3.398 7.888 -3.006
H -3.415 6.769 -4.298
H -3.809 5.870 -1.691
H -3.444 4.592 -2.893
H -1.943 5.097 -0.280
H -1.304 4.214 -1.732
H -2.692 3.608 -0.840
C 3.001 2.446 -0.395
C 3.678 3.455 0.467
O 3.275 3.158 1.789
C 4.019 3.859 2.743
C 3.357 5.175 3.151
H 3.437 2.354 -1.389
H 3.055 1.473 0.094
H 1.928 2.639 -0.397
H 4.744 3.308 0.291
H 3.492 4.491 0.181
H 3.976 3.250 3.646
H 5.053 4.036 2.450
H 2.409 4.933 3.630
H 3.167 5.783 2.267
H 3.922 5.795 3.848
C 0.641 -1.495 2.512
C 0.862 -1.211 1.032
O -0.243 -0.381 0.727
C -0.459 -0.367 -0.689
C -1.398 0.745 -1.099
H -0.388 -1.761 2.752
H 1.225 -2.369 2.801
H 0.919 -0.606 3.078
H 1.825 -0.806 0.720
H 0.776 -2.224 0.637
H 0.515 -0.253 -1.165
H -0.848 -1.349 -0.958
H -2.341 0.759 -0.552
H -1.534 0.549 -2.163
H -0.977 1.745 -1.002
C -5.189 4.222 -6.510
C -4.961 2.793 -5.982
O -5.334 2.837 -4.654
C -4.733 1.889 -3.772
C -5.352 2.160 -2.451
H -4.559 4.534 -7.343
H -6.226 4.384 -6.802
H -5.068 4.931 -5.690
H -5.553 2.065 -6.536
H -3.905 2.549 -6.104
H -5.060 0.900 -4.095
H -3.650 2.010 -3.771
H -6.404 1.878 -2.498
H -5.322 3.199 -2.123
H -4.808 1.552 -1.728
O 3.848 -2.811 3.783
C 3.228 -3.765 4.145
O 3.109 -4.979 3.553
C 3.651 -5.288 2.271
C 2.603 -5.189 1.179
C 2.346 -3.737 5.422
H 4.098 -6.281 2.323
H 4.503 -4.676 1.974
H 2.015 -6.104 1.112
H 3.094 -5.009 0.222
H 1.946 -4.365 1.457
H 1.285 -3.606 5.211
H 2.584 -2.933 6.119
H 2.438 -4.684 5.954
O 1.240 -1.469 -6.862
C 0.368 -2.262 -6.562
O -0.655 -2.036 -5.728
C -0.820 -0.727 -5.157
C -2.023 -0.052 -5.843
C 0.460 -3.694 -7.155
H 0.055 -0.082 -5.233
H -0.995 -0.755 -4.082
H -2.227 0.960 -5.494
H -2.950 -0.621 -5.790
H -1.987 -0.009 -6.932
H -0.572 -3.983 -7.353
H 0.742 -4.451 -6.423
H 1.125 -3.553 -8.007
O 2.558 -2.475 -1.798
C 2.284 -2.245 -2.946
O 1.446 -2.969 -3.789
C 0.941 -4.283 -3.444
C 0.064 -4.314 -2.162
C 2.942 -1.022 -3.676
H 1.858 -4.869 -3.385
H 0.222 -4.580 -4.208
H -0.779 -3.641 -2.319
H 0.691 -4.145 -1.286
H -0.366 -5.289 -1.934
H 3.845 -1.305 -4.216
H 3.274 -0.227 -3.008
H 2.239 -0.604 -4.396
O 1.028 -8.098 4.428
C -0.169 -8.319 4.503
O -1.135 -7.755 3.756
C -0.875 -6.805 2.722
C -0.662 -5.403 3.374
C -0.710 -9.255 5.584
H -1.748 -6.796 2.069
H -0.046 -7.005 2.043
H -1.489 -5.204 4.056
H -0.552 -4.640 2.603
H 0.269 -5.355 3.938
H -1.773 -9.452 5.451
H -0.477 -9.005 6.619
H -0.296 -10.258 5.482
O 6.369 0.284 6.138
C 6.341 1.232 5.435
O 5.728 1.410 4.217
C 5.011 0.384 3.485
C 3.494 0.294 3.817
C 7.319 2.321 5.790
H 5.363 -0.639 3.610
H 5.152 0.623 2.430
H 3.274 0.063 4.859
H 3.112 -0.520 3.201
H 2.920 1.157 3.479
H 6.975 3.302 5.461
H 8.246 2.114 5.255
H 7.590 2.258 6.844
O -5.603 -1.121 -1.653
C -4.440 -1.580 -1.607
O -3.711 -1.890 -0.564
C -4.196 -1.602 0.755
C -3.186 -2.053 1.807
C -3.891 -2.022 -2.896
H -5.094 -2.175 0.987
H -4.425 -0.539 0.822
H -2.268 -1.470 1.727
H -2.997 -3.126 1.823
H -3.484 -1.751 2.811
H -4.010 -1.183 -3.582
H -4.512 -2.868 -3.191
H -2.808 -2.130 -2.836
*
```

Results
**Orbital gap (spin up / spin down)**: 8.12 / 1.75 eV
**E_HOMO (spin up / spin down)**: -10.76 / -10.76 eV
**⟨S²⟩**: 0.754

Löwdin atomic charge list, values in e, 8 entries: atom 1 (C): -0.08, atom 2 (C): -0.38, atom 3 (O): 0.15, atom 4 (C): -0.51, atom 5 (O): 0.14, atom 6 (O): 0.06, atom 7 (F): 0.14, atom 8 (H): 0.15

=====

no.,DFT total energy (eV),F_max (eV/Å)
1,-195346.4129,0.81
2,-67382.1722,5.19
3,-92206.2888,2.27
4,-111714.0699,3.67